Here is a 4-piece molecular cluster, C17H42N5O7 overall in a non-equilibrium geometry from the Open Molecules 2025 dataset. Energies are from ωB97M-V with the def2-TZVPD basis set.

HOMO-LUMO gap, eV: 7.145
Total charge: +1
Spin multiplicity: 1
DFT total energy, eV: -40082.2104
LUMO energy, eV: -3.3

XYZ file:
```
71
Properties=species:S:1:pos:R:3:forces:R:3
N 7.38649 2.52732 0.47568 -0.146 0.305 0.093
C 6.19202 2.26463 1.26551 0.211 0.120 -0.555
C 4.90515 2.43772 0.45156 0.595 -0.127 -0.430
O 4.99405 3.38201 -0.60673 -0.286 0.061 0.212
C 3.79223 2.91611 1.34944 -0.132 0.049 -0.241
N 2.47383 2.48910 0.86643 -0.256 0.169 0.269
N 1.50849 3.35895 0.50592 0.132 0.686 -0.044
C 0.45975 2.66201 0.11143 -0.446 -0.285 -0.103
N 0.68205 1.37419 0.23653 -0.032 -0.370 -0.240
C 1.92039 1.27791 0.71170 0.390 -0.971 0.151
N 2.55794 0.10876 1.04528 -0.021 0.974 0.125
H 7.29321 2.23564 -0.48508 0.064 -0.113 -0.075
H 8.17614 2.05304 0.88521 0.159 -0.038 -0.069
H 6.19386 1.23146 1.60194 -0.255 -0.134 0.624
H 6.17102 2.95383 2.10740 0.137 0.000 0.264
H 4.67329 1.47023 0.02272 -0.259 -0.304 -0.042
H 5.20601 2.91487 -1.41562 0.122 0.089 -0.212
H 3.79970 3.99592 1.27806 0.022 0.299 0.160
H 3.92789 2.64061 2.38472 -0.124 -0.285 0.239
H 1.61426 4.36187 0.54339 0.256 0.035 0.053
H -0.46699 3.07830 -0.23726 -0.148 0.337 -0.010
H 2.74212 -0.06065 2.01505 0.302 -0.220 0.051
H 2.85839 -0.53924 0.34572 -0.217 -0.274 -0.057
C 6.66609 -0.14225 4.53292 -0.035 0.083 -0.091
O 6.58500 -0.80446 3.28003 0.015 0.008 0.076
C 7.74119 -1.59056 2.99987 -0.138 0.020 -0.247
C 7.50230 -3.06070 3.25999 0.153 -0.110 0.180
O 7.29450 -3.32036 4.63685 -0.115 0.132 -0.017
C 5.93453 -3.51556 4.98184 0.076 -0.067 0.003
H 5.67945 0.26126 4.76020 -0.014 -0.012 -0.024
H 6.96169 -0.82384 5.33163 0.016 -0.001 0.002
H 7.37850 0.68800 4.47714 0.034 -0.022 0.091
H 8.59337 -1.23719 3.58589 0.005 -0.008 0.039
H 7.97944 -1.45411 1.93987 0.021 -0.008 0.015
H 8.39085 -3.61935 2.95187 -0.009 0.011 -0.037
H 6.65611 -3.42059 2.66640 -0.026 0.026 -0.018
H 5.57943 -4.48313 4.61284 -0.053 0.025 -0.016
H 5.29949 -2.72016 4.58260 -0.014 0.003 -0.012
H 5.86726 -3.50988 6.06789 0.041 -0.024 0.002
C -3.60208 1.71978 1.22970 -0.009 0.057 -0.007
O -3.10999 2.08587 -0.05147 0.187 -0.014 0.093
C -2.40095 1.03834 -0.70350 -0.229 0.197 -0.077
C -3.25286 0.34984 -1.74717 -0.008 -0.279 0.020
O -4.32704 -0.35255 -1.15416 -0.049 0.121 0.104
C -5.57325 0.32293 -1.25381 0.016 -0.087 -0.074
H -4.28237 2.50324 1.55741 0.021 0.031 -0.036
H -4.14141 0.77221 1.19548 0.017 -0.021 0.001
H -2.78060 1.64406 1.95157 -0.019 -0.068 0.014
H -2.02553 0.31500 0.02416 -0.018 -0.047 0.010
H -1.53934 1.49276 -1.19771 0.019 -0.092 -0.155
H -2.63602 -0.38281 -2.27808 0.024 0.040 -0.015
H -3.61870 1.07613 -2.47912 0.006 0.049 0.015
H -5.94609 0.27829 -2.28180 -0.045 0.076 0.013
H -5.49289 1.36564 -0.93963 0.002 0.021 -0.021
H -6.28023 -0.18783 -0.60339 0.030 -0.057 -0.012
C -10.48806 -1.78229 -3.82102 -0.013 0.039 0.063
O -9.23552 -1.44766 -3.24726 -0.022 -0.050 -0.103
C -8.34114 -2.54619 -3.16685 0.052 0.260 0.156
C -7.30399 -2.50318 -4.26757 -0.002 -0.268 -0.111
O -7.88698 -2.69288 -5.54568 -0.040 0.118 0.021
C -8.05710 -1.48967 -6.27325 0.021 -0.058 -0.003
H -11.02051 -0.85272 -4.01443 0.028 0.022 0.034
H -10.36926 -2.32567 -4.76080 0.002 -0.022 0.002
H -11.08039 -2.38508 -3.12472 -0.009 -0.044 -0.045
H -8.88664 -3.49347 -3.19720 -0.005 -0.023 -0.043
H -7.83396 -2.47918 -2.19851 0.023 -0.050 -0.016
H -6.58908 -3.31746 -4.11191 0.006 0.018 0.030
H -6.75062 -1.55919 -4.23256 -0.026 0.042 0.023
H -7.09012 -1.11395 -6.62595 -0.015 0.053 0.012
H -8.54683 -0.72089 -5.67101 0.010 0.016 0.002
H -8.68097 -1.71309 -7.13661 0.022 -0.041 -0.006
```
Forces are in eV/Å.

=====

Here is C17H42O3SSi2 as an isolated structure from the Open Molecules 2025 dataset. Energies are from ωB97M-V with the def2-TZVPD basis set.

HOMO-LUMO gap, eV: 10.376
Total charge: 0
Spin multiplicity: 1
DFT total energy, eV: -51046.3388
LUMO energy, eV: 0.5

XYZ file:
```
65
Properties=species:S:1:pos:R:3:forces:R:3
O 1.14498 -3.18084 -0.48227 0.243 -0.180 -0.168
C 0.76184 -2.08223 -0.74552 -0.061 0.011 0.089
O 1.36014 -0.94172 -0.34213 -0.135 0.258 -0.621
C 2.77738 -0.82362 -0.61106 0.070 -0.237 0.438
C 3.02630 0.44635 -1.41193 -0.047 0.054 -0.034
C 4.19033 0.36525 -2.40553 0.077 0.033 0.041
C 4.09366 -0.76744 -3.44772 -0.007 0.035 0.099
Si 3.09247 -0.30349 -4.93750 0.059 0.083 0.060
S 0.98455 -0.55392 -4.55989 -0.062 -0.056 0.008
O 3.51404 -1.27119 -6.19205 -0.215 -0.028 0.033
Si 2.67448 -1.66484 -7.56249 0.117 -0.044 -0.145
H -0.13064 -1.88611 -1.35801 -0.078 0.111 0.291
H 3.29437 -0.79855 0.34936 0.019 -0.005 -0.028
H 3.10368 -1.72607 -1.12929 -0.030 0.050 0.042
H 3.21831 1.26827 -0.71762 -0.061 0.042 -0.073
H 2.10308 0.69389 -1.94195 0.022 -0.084 -0.007
H 5.13797 0.29126 -1.86396 -0.070 -0.094 0.028
H 4.22960 1.33021 -2.92252 0.096 -0.016 0.044
H 3.63757 -1.66549 -3.01872 0.127 0.005 -0.056
H 5.09256 -1.06336 -3.78087 -0.036 0.042 -0.044
H 3.28594 1.11797 -5.30144 0.004 0.001 0.032
H 0.76093 0.76094 -4.44465 -0.002 0.050 -0.035
H 2.17899 -0.43118 -8.21030 -0.023 -0.030 0.002
H 1.54377 -2.55587 -7.24580 -0.015 0.003 0.019
H 3.61555 -2.36029 -8.45770 0.003 0.008 -0.012
C 0.46900 0.80650 2.41507 -0.026 0.016 0.009
C 0.71616 2.01443 1.51975 0.003 -0.022 -0.042
C 1.80655 2.95177 2.03522 0.022 -0.003 -0.011
C 1.52441 3.57481 3.40365 0.017 0.000 0.012
C 0.21770 4.36161 3.49128 -0.015 0.005 0.005
C 0.15328 5.54832 2.53628 -0.001 -0.011 -0.005
H 0.12751 1.09812 3.41025 0.025 0.016 0.001
H -0.29266 0.15797 1.98469 0.011 -0.020 0.003
H 1.37924 0.21307 2.52997 0.003 0.009 0.025
H -0.21856 2.56764 1.38598 0.010 0.014 0.004
H 0.99993 1.66126 0.52457 -0.031 -0.002 0.005
H 1.97259 3.74404 1.29952 0.001 0.005 0.006
H 2.74944 2.39701 2.09709 -0.003 -0.005 -0.005
H 2.35592 4.23882 3.66141 -0.006 0.003 0.005
H 1.51791 2.79134 4.16619 0.005 -0.003 -0.006
H 0.09619 4.71878 4.51721 -0.010 0.001 -0.003
H -0.62932 3.69551 3.30302 0.007 -0.007 0.008
H 0.97086 6.24708 2.72835 0.006 -0.007 -0.013
H -0.78449 6.09409 2.64687 0.004 0.005 0.009
H 0.22620 5.23143 1.49448 -0.006 0.000 0.002
C -2.46850 -0.94686 0.59304 -0.025 -0.001 -0.017
C -3.29536 -1.04923 1.86920 0.008 0.026 0.006
C -3.38116 -2.46933 2.42599 0.010 -0.008 0.016
C -4.03149 -3.48873 1.48885 0.010 -0.014 0.002
C -5.44581 -3.13181 1.03444 -0.014 0.003 -0.011
C -6.44407 -3.01099 2.18051 0.008 0.009 -0.001
H -2.89619 -1.54210 -0.21611 -0.012 0.005 0.004
H -2.40242 0.08519 0.24433 0.022 0.000 0.004
H -1.45208 -1.30578 0.76783 -0.010 -0.026 -0.009
H -4.29936 -0.65528 1.68668 -0.005 -0.013 0.012
H -2.85391 -0.40374 2.63376 -0.004 0.012 -0.009
H -3.92286 -2.44542 3.37541 -0.003 -0.008 -0.004
H -2.37066 -2.81582 2.66553 0.001 0.010 0.000
H -4.05635 -4.45817 1.99662 -0.006 0.000 -0.006
H -3.39996 -3.62987 0.60756 0.006 -0.001 0.006
H -5.79015 -3.90032 0.33751 -0.007 0.008 -0.004
H -5.42888 -2.19724 0.46579 0.009 -0.006 -0.004
H -6.50513 -3.94571 2.74265 0.009 0.008 0.011
H -7.44359 -2.77812 1.81129 -0.001 -0.011 -0.002
H -6.16180 -2.22219 2.87983 -0.004 0.002 -0.005
```
Forces are in eV/Å.

=====

no.,HOMO energy (eV)
1,-10.40
2,-9.87